Run 1
Below is C38H27F2FeIN4O2S3 as an isolated structure, with properties calculated with ωB97M-V/def2-TZVPD.

Summary:
- Multiplicity: 2
- Total charge: -1
- HOMO (alpha / beta): -4.581 / -4.567 eV
- Frontier orbital gap (alpha / beta): 6.882 / 6.868 eV

Geometry (Å):
C  1.6183  0.9418  -3.9824
H  4.9254  -1.2586  0.0023
H  -5.2895  -1.3059  3.2120
S  -0.4761  -0.4973  -4.1182
H  3.4036  2.2403  -1.3361
H  4.1643  1.8467  0.1949
C  -2.2569  -1.5699  1.7510
C  -0.1749  -1.6374  0.5948
C  3.7398  -2.0983  1.5644
N  0.0841  2.6290  1.4763
H  1.1653  1.8910  -2.0242
N  -1.9609  -0.2667  1.6354
N  1.8276  0.8184  0.7165
F  1.4891  -4.2120  -1.3375
C  -3.4547  -1.9736  2.3421
C  0.7365  -2.2658  -0.2527
C  -3.2330  3.8456  -3.0880
O  -0.6101  0.9051  -0.4297
C  2.0571  2.0165  0.3140
C  1.0549  4.3191  0.1081
C  4.8410  -2.0689  0.7137
C  3.6086  -3.1343  2.4820
C  -1.2432  -2.3885  1.0978
C  -1.3180  -3.7462  0.8258
S  -3.9904  -0.0744  -1.1582
C  -2.3604  -0.4337  -1.5909
F  -2.3406  -4.4850  1.3269
H  2.5705  1.3984  -4.2140
C  1.0158  3.0159  0.6001
H  0.1694  6.2672  0.2410
H  -3.8080  4.4440  -3.7766
C  -2.2255  -1.7678  -1.8486
H  2.7380  -3.1378  3.1247
C  4.5722  -4.1295  2.5536
C  -2.8494  0.6555  1.9869
Fe  -0.0706  0.1859  1.2271
C  -3.4321  -2.4987  -1.6874
H  1.3395  -0.3456  -5.7415
H  1.7790  4.6024  -0.6436
H  -3.6658  -3.0236  2.4614
I  -0.1006  0.5355  3.9916
C  2.6616  -1.0612  1.5009
C  5.6690  -4.0991  1.7029
H  3.5586  3.4984  -0.0917
C  -0.7284  4.8660  1.6021
H  -2.5562  1.6795  1.8137
C  -2.0375  1.9919  -1.9614
C  0.1593  5.2490  0.6101
C  5.8004  -3.0679  0.7814
C  -2.0420  3.1395  -1.2355
H  6.6517  -3.0453  0.1118
C  -0.7326  3.5320  1.9928
H  -3.5139  -3.5662  -1.8348
C  -4.4678  -1.7054  -1.2989
H  -1.2860  -2.2272  -2.1114
C  0.6002  -3.6064  -0.5158
H  -1.5624  3.1951  -0.2748
C  -4.0705  0.3301  2.5396
H  -1.3962  3.1669  2.7699
O  1.6451  -1.1990  2.2036
H  -0.4860  -5.4494  -0.1901
H  -1.4107  5.5712  2.0566
C  -4.3553  -1.0112  2.7499
N  2.8729  -0.0548  0.6462
H  6.4190  -4.8793  1.7550
C  3.3732  2.4383  -0.2601
C  0.8804  1.1931  -2.7969
H  -2.8555  5.1914  -1.4467
H  4.4653  -4.9334  3.2718
S  -2.8686  2.2122  -3.4570
C  -1.3127  0.6823  -1.5969
C  -0.4089  -4.3934  0.0214
C  -0.2768  0.4791  -2.7158
H  -4.7656  1.1112  2.8127
H  1.5624  -1.7221  -0.6983
C  -2.7343  4.2061  -1.8758
H  -5.4867  -1.9964  -1.0983
C  0.9967  0.0454  -4.7971

---

Run 2
Below is C38H27F2FeIN4O2S3 as an isolated structure, with properties calculated with ωB97M-V/def2-TZVPD.

Summary:
- Multiplicity: 2
- Total charge: -1
- HOMO (alpha / beta): -4.786 / -4.757 eV
- Frontier orbital gap (alpha / beta): 7.152 / 7.117 eV

Geometry (Å):
H  0.2560  -3.3888  -3.4594
C  0.4048  4.5658  2.8276
S  -1.3371  -3.7859  -0.2716
C  -0.3944  2.2546  2.3679
C  3.2499  0.7562  -0.5266
C  4.2048  1.3480  -1.3222
O  0.4572  -1.2401  -0.0805
N  -1.2131  1.3102  2.7850
C  0.9873  -2.2983  -0.7570
H  0.6595  6.2885  5.7326
H  4.6753  2.7558  -2.8978
C  3.8257  -1.4001  -3.1447
O  0.1507  2.3098  1.2171
H  -4.2221  -0.0799  2.9161
H  3.8738  -2.5392  -1.2502
C  -2.7234  -1.1665  -1.7589
C  2.1142  -4.4913  2.1345
C  -1.8518  3.3384  -2.6233
C  -2.4099  -0.3321  1.7662
F  2.2942  3.5245  -3.4104
H  1.0883  6.5397  3.3093
N  -1.3977  0.4604  1.7220
S  1.3265  -0.9343  -3.1907
H  -2.3518  3.9998  -3.3205
C  -1.8811  1.8262  -0.7952
C  1.9286  -1.8764  -1.8805
H  -0.2729  4.1685  6.6039
C  0.6755  5.6151  3.6938
H  1.0165  -2.5550  2.0755
C  -2.5662  2.6899  -1.6259
H  -0.7815  2.3070  5.0375
C  -0.3859  -3.6162  -2.6223
C  -3.8973  -1.9010  -1.8564
H  3.0083  -0.2054  -4.7971
H  -3.6306  2.8315  -1.5002
H  -2.3941  1.2798  -0.0202
H  0.0855  3.6556  -3.4689
C  -0.3742  3.2409  4.6757
C  2.6662  -5.3287  1.2174
H  3.1792  -6.2620  1.3876
C  -0.1614  -3.1511  -1.3592
H  -4.2450  -2.2531  -2.8182
C  -3.2249  -0.5181  3.0131
C  1.6785  -3.2984  0.1891
H  2.1218  -4.6790  3.1991
Fe  0.4583  0.5643  0.4889
H  -4.6148  -1.9012  1.4390
H  -2.7210  -0.0436  3.8476
C  -1.5232  -4.4715  -2.7151
C  2.8776  -0.7681  -3.8864
C  1.9139  1.1213  -0.6737
H  3.5650  0.0460  0.2225
N  -0.5715  1.6060  -0.8932
H  -2.1368  -0.9318  -2.6426
H  -1.8593  -4.9312  -3.6345
C  -2.9026  -0.9702  0.5139
C  0.4314  5.4759  5.0534
C  -0.1292  3.3780  3.3130
N  -2.2527  -0.7020  -0.6132
C  1.5722  2.0309  -1.6800
C  3.9130  2.2943  -2.2879
C  3.2798  -2.0194  -1.9859
H  -3.0118  -5.2342  -1.2939
S  2.4916  -4.7156  -0.3729
C  -2.1343  -4.6461  -1.5132
C  -4.0930  -1.7014  0.5146
H  -3.3500  -1.5842  3.2166
H  -5.5147  -2.7356  -0.7137
I  2.0179  -0.0152  2.5239
H  0.6120  4.6439  1.7686
C  -0.4882  3.1490  -2.7137
C  0.1401  2.3008  -1.7947
F  5.5058  1.0069  -1.1567
C  -0.0907  4.2848  5.5424
H  4.8779  -1.4043  -3.3916
C  -4.5942  -2.1651  -0.6900
C  1.5360  -3.3335  1.5384
C  2.5840  2.6068  -2.4429

---

The structure with the greatest stability is run 1.

---

Run 1
Below is a 2-piece molecular cluster, CH4BrFSi overall, with properties calculated with ωB97M-V/def2-TZVPD.

Summary:
- HOMO: -10.710 eV
- Frontier orbital gap: 10.065 eV

Geometry (Å):
H  1.6191  0.3976  -0.5689
C  0.6486  0.2598  -0.8704
H  -0.2948  -1.9282  0.9287
Br  -0.0880  0.3569  2.5849
H  0.6595  -0.3621  -1.8891
F  -2.4675  0.4962  0.1723
Si  -0.2812  -0.5299  0.6273
H  0.2043  1.3097  -0.9846

---

Run 2
Below is a 2-piece molecular cluster, CH4BrFSi overall, with properties calculated with ωB97M-V/def2-TZVPD.

Summary:
- HOMO: -10.136 eV
- Frontier orbital gap: 8.394 eV

Geometry (Å):
Br  -2.1002  1.0806  1.1718
H  -0.2196  -1.3554  1.5195
H  0.3929  1.5363  -0.4090
C  0.8745  0.4675  -0.2939
Si  -0.5553  -0.3963  0.6016
F  -1.3517  -1.9603  -1.6014
H  1.7834  0.6813  0.1914
H  1.1761  -0.0538  -1.1799

---

The structure with the greatest stability is run 1.